(1)
{"formula": "C34H47N2O2PReSSi", "method": "ωB97M-V/def2-TZVPD", "elements": ["Re", "C", "C", "C", "C", "C", "C", "C", "S", "O", "O", "N", "C", "C", "C", "C", "C", "C", "C", "C", "N", "C", "H", "H", "H", "H", "H", "H", "H", "H", "H", "H", "H", "H", "H", "C", "C", "C", "C", "P", "C", "C", "C", "C", "C", "C", "C", "C", "C", "C", "H", "H", "H", "H", "H", "H", "H", "H", "H", "H", "H", "H", "H", "H", "H", "H", "H", "H", "H", "H", "H", "H", "H", "C", "Si", "C", "C", "C", "H", "H", "H", "H", "H", "H", "H", "H", "H", "H", "H"], "xyz": [[-0.26, -0.28, 0.21], [-0.89, 5.90, 3.94], [-0.66, 4.43, 3.68], [0.49, 3.81, 4.16], [0.73, 2.47, 3.93], [-0.22, 1.74, 3.21], [-1.38, 2.33, 2.72], [-1.59, 3.68, 2.97], [0.23, 0.12, 2.83], [0.78, -0.56, 3.94], [1.17, 0.22, 1.60], [-1.00, -0.59, 2.06], [-1.49, -1.93, 2.31], [-1.75, -2.49, 3.52], [-2.30, -3.79, 3.58], [-2.59, -4.48, 2.44], [-2.32, -3.90, 1.18], [-2.59, -4.55, -0.05], [-2.28, -3.93, -1.23], [-1.66, -2.68, -1.20], [-1.39, -2.03, -0.08], [-1.75, -2.63, 1.12], [-0.84, 6.11, 5.01], [-1.86, 6.22, 3.58], [-0.12, 6.50, 3.45], [1.21, 4.38, 4.73], [1.62, 1.99, 4.32], [-2.13, 1.75, 2.19], [-2.51, 4.14, 2.63], [-1.55, -1.94, 4.43], [-2.50, -4.23, 4.55], [-3.03, -5.47, 2.49], [-3.04, -5.53, -0.04], [-2.49, -4.39, -2.19], [-1.39, -2.18, -2.12], [2.34, -2.36, 0.63], [2.52, -2.16, -0.89], [4.02, -2.31, -1.19], [1.76, -3.28, -1.62], [1.72, -0.51, -1.32], [2.82, 0.87, -0.88], [4.21, 0.86, -0.99], [4.95, 1.99, -0.66], [4.32, 3.15, -0.24], [2.94, 3.19, -0.17], [2.20, 2.06, -0.48], [1.50, -0.28, -3.18], [1.23, 1.21, -3.45], [0.33, -1.10, -3.75], [2.79, -0.66, -3.90], [2.90, -3.26, 0.92], [1.29, -2.55, 0.91], [2.72, -1.53, 1.22], [4.26, -3.37, -1.10], [4.63, -1.78, -0.46], [4.31, -2.00, -2.19], [2.06, -4.23, -1.18], [2.01, -3.32, -2.68], [0.68, -3.19, -1.52], [4.73, -0.02, -1.34], [6.03, 1.96, -0.75], [4.91, 4.02, 0.01], [2.43, 4.10, 0.13], [1.12, 2.13, -0.43], [0.43, 1.63, -2.83], [0.92, 1.31, -4.49], [2.12, 1.81, -3.30], [-0.61, -0.89, -3.24], [0.51, -2.18, -3.72], [0.20, -0.83, -4.79], [3.65, -0.11, -3.53], [2.67, -0.40, -4.96], [3.00, -1.73, -3.86], [-4.06, 0.47, 0.84], [-3.34, 0.88, -0.82], [-3.76, 2.60, -1.32], [-3.91, -0.34, -2.09], [-1.39, 0.90, -0.90], [-4.98, -0.12, 0.69], [-4.35, 1.38, 1.37], [-3.41, -0.11, 1.49], [-4.85, 2.73, -1.32], [-3.39, 2.82, -2.32], [-3.34, 3.33, -0.63], [-4.94, -0.07, -2.36], [-3.93, -1.37, -1.73], [-3.31, -0.29, -3.01], [-1.12, 1.91, -0.54], [-1.21, 0.85, -1.98]], "multiplicity": 2, "charge": 2, "s_squared": 0.756, "largest_force_ev_per_a": 1.1, "total_energy_ha": -2690.5835}


(2)
{"formula": "C34H48As2N9O4W", "method": "ωB97M-V/def2-TZVPD", "elements": ["W", "O", "N", "N", "O", "C", "C", "C", "C", "C", "C", "H", "H", "H", "H", "H", "C", "As", "C", "C", "C", "C", "C", "C", "C", "As", "C", "C", "H", "H", "H", "H", "H", "H", "H", "H", "H", "H", "H", "H", "H", "H", "H", "H", "N", "C", "C", "C", "C", "C", "C", "C", "C", "N", "C", "H", "H", "H", "H", "H", "H", "H", "H", "C", "N", "C", "C", "O", "N", "C", "N", "H", "H", "H", "H", "H", "H", "H", "C", "N", "C", "C", "O", "N", "C", "C", "H", "H", "H", "H", "H", "H", "H", "H", "H", "H", "H", "H"], "xyz": [[0.27, 0.58, 0.32], [2.18, 1.07, 1.05], [3.15, 0.23, 0.92], [2.73, -0.94, 0.70], [1.44, -1.15, 0.40], [3.63, -2.08, 0.73], [4.88, -1.94, 1.30], [5.72, -3.04, 1.31], [5.30, -4.25, 0.77], [4.03, -4.36, 0.22], [3.18, -3.27, 0.19], [5.20, -1.00, 1.74], [6.71, -2.96, 1.75], [5.95, -5.11, 0.79], [3.70, -5.31, -0.19], [2.19, -3.34, -0.24], [-0.96, 4.33, -0.45], [0.37, 2.98, -0.86], [2.01, 3.96, -0.51], [0.25, 2.80, -2.78], [-0.30, 3.77, -3.61], [-0.29, 3.57, -4.98], [0.29, 2.43, -5.52], [0.85, 1.46, -4.69], [0.80, 1.65, -3.32], [1.56, 0.45, -2.02], [3.43, 0.99, -2.11], [1.68, -1.33, -2.78], [-0.66, 5.25, -0.93], [-1.01, 4.50, 0.62], [-1.94, 4.03, -0.83], [2.31, 4.49, -1.41], [2.79, 3.28, -0.20], [1.82, 4.69, 0.28], [-0.73, 4.67, -3.20], [-0.71, 4.32, -5.64], [0.33, 2.30, -6.60], [1.32, 0.59, -5.12], [3.75, 0.84, -3.14], [4.05, 0.39, -1.45], [3.53, 2.04, -1.86], [1.41, -1.31, -3.83], [1.03, -2.01, -2.24], [2.71, -1.67, -2.68], [0.17, 2.23, 2.06], [-1.18, 2.45, 2.52], [-1.50, 3.04, 3.70], [-2.86, 3.29, 4.03], [-3.85, 2.99, 3.15], [-3.53, 2.40, 1.89], [-4.48, 2.16, 0.88], [-4.05, 1.69, -0.33], [-2.69, 1.38, -0.51], [-1.80, 1.53, 0.44], [-2.19, 2.10, 1.61], [0.68, 1.64, 2.72], [0.68, 3.10, 1.98], [-0.72, 3.34, 4.39], [-3.09, 3.75, 4.98], [-4.88, 3.21, 3.38], [-5.52, 2.39, 1.06], [-4.73, 1.54, -1.15], [-2.33, 1.00, -1.45], [-2.89, -3.75, -3.94], [-2.26, -2.68, -3.17], [-2.04, -2.72, -1.74], [-1.39, -1.37, -1.52], [-1.02, -0.99, -0.38], [-1.31, -0.69, -2.64], [-1.85, -1.49, -3.61], [-1.92, -1.07, -4.86], [-2.56, -4.71, -3.55], [-2.57, -3.70, -4.98], [-3.98, -3.69, -3.89], [-1.37, -3.53, -1.45], [-2.97, -2.80, -1.18], [-1.59, -0.14, -5.07], [-2.37, -1.60, -5.59], [-2.64, -1.73, 2.21], [-1.43, -2.08, 2.93], [-1.31, -3.49, 3.31], [-0.43, -1.19, 3.05], [-0.36, -0.21, 2.24], [0.46, -1.31, 4.05], [1.76, -0.65, 3.99], [0.15, -1.96, 5.33], [-3.51, -2.05, 2.80], [-2.68, -2.22, 1.24], [-2.69, -0.66, 2.06], [-1.71, -4.09, 2.49], [-1.87, -3.73, 4.21], [-0.27, -3.75, 3.45], [1.86, -0.12, 3.06], [2.56, -1.39, 4.08], [1.86, 0.05, 4.82], [-0.92, -2.06, 5.45], [0.53, -1.32, 6.13], [0.62, -2.94, 5.42]], "multiplicity": 1, "charge": 3, "largest_force_ev_per_a": 1.4, "total_energy_ha": -6655.9817}


(3)
{"formula": "C34H48F5N10", "method": "ωB97M-V/def2-TZVPD", "elements": ["C", "C", "C", "C", "N", "C", "C", "N", "C", "C", "N", "N", "C", "F", "F", "C", "F", "F", "F", "H", "H", "H", "H", "H", "H", "H", "H", "H", "H", "H", "H", "H", "H", "H", "H", "H", "H", "N", "C", "C", "C", "C", "H", "H", "H", "H", "H", "N", "C", "C", "C", "C", "H", "H", "H", "H", "H", "N", "C", "C", "C", "C", "H", "H", "H", "H", "H", "N", "C", "C", "C", "C", "H", "H", "H", "H", "H", "N", "C", "C", "C", "C", "H", "H", "H", "H", "H", "N", "C", "C", "C", "C", "H", "H", "H", "H", "H"], "xyz": [[2.17, 0.92, 0.14], [2.34, -0.13, -1.07], [3.71, 0.28, -1.85], [1.14, -0.05, -2.16], [0.14, -1.10, -1.79], [0.27, -2.45, -2.48], [-0.83, -0.91, -0.91], [-0.91, 0.40, -0.27], [-2.01, 1.25, -0.83], [-1.52, 2.41, -1.81], [-0.89, 3.50, -1.45], [-1.69, -2.08, -0.65], [-2.95, -2.05, -1.40], [-2.83, -1.41, -2.66], [-3.25, -3.41, -1.71], [-4.21, -1.52, -0.55], [-5.03, -0.63, -1.27], [-3.82, -0.81, 0.62], [-4.95, -2.62, -0.06], [3.15, 1.37, 0.50], [1.46, 1.74, -0.22], [1.66, 0.44, 1.05], [2.41, -1.17, -0.60], [4.47, 0.63, -1.07], [4.18, -0.61, -2.37], [3.47, 1.15, -2.55], [0.71, 0.99, -2.29], [1.64, -0.32, -3.16], [-0.69, -2.67, -3.05], [1.19, -2.46, -3.17], [0.34, -3.26, -1.67], [-1.10, 0.19, 0.73], [-2.50, 1.78, 0.08], [-2.85, 0.69, -1.35], [-1.73, 2.29, -2.93], [-0.83, 3.42, -0.41], [-1.83, -2.25, 0.36], [4.15, 0.42, 3.88], [4.92, 1.51, 4.18], [4.17, 2.35, 4.97], [2.91, 1.73, 5.16], [2.93, 0.54, 4.48], [4.45, -0.36, 3.31], [5.93, 1.60, 3.80], [4.50, 3.30, 5.37], [2.08, 2.12, 5.74], [2.18, -0.23, 4.37], [5.45, -2.55, 1.73], [6.17, -1.70, 0.94], [6.97, -2.45, 0.12], [6.72, -3.82, 0.42], [5.77, -3.85, 1.41], [4.78, -2.28, 2.43], [6.06, -0.63, 1.04], [7.67, -2.07, -0.61], [7.17, -4.68, -0.04], [5.30, -4.68, 1.92], [1.32, 1.17, -5.64], [0.94, 2.36, -6.21], [2.07, 2.95, -6.73], [3.16, 2.09, -6.47], [2.67, 0.99, -5.80], [0.70, 0.53, -5.18], [-0.09, 2.68, -6.19], [2.10, 3.90, -7.24], [4.19, 2.25, -6.75], [3.16, 0.11, -5.43], [-7.50, -1.25, 3.32], [-7.92, -0.15, 4.02], [-7.14, 0.92, 3.63], [-6.22, 0.44, 2.66], [-6.47, -0.90, 2.49], [-7.90, -2.17, 3.41], [-8.73, -0.21, 4.72], [-7.22, 1.93, 4.00], [-5.47, 1.01, 2.14], [-6.01, -1.64, 1.84], [2.38, 5.44, 4.35], [1.95, 6.54, 5.05], [2.72, 7.61, 4.67], [3.65, 7.15, 3.70], [3.41, 5.81, 3.52], [2.01, 4.51, 4.43], [1.14, 6.46, 5.75], [2.62, 8.62, 5.04], [4.40, 7.73, 3.19], [3.89, 5.08, 2.88], [-5.70, -5.11, -2.17], [-6.95, -4.91, -1.65], [-7.77, -5.91, -2.09], [-6.99, -6.76, -2.91], [-5.72, -6.24, -2.95], [-4.90, -4.52, -2.02], [-7.14, -4.06, -1.00], [-8.81, -6.03, -1.85], [-7.32, -7.65, -3.43], [-4.82, -6.58, -3.45]], "multiplicity": 1, "charge": 1, "largest_force_ev_per_a": 3.7, "total_energy_ha": -2370.8201}


(4)
{"formula": "C34H48N4OSe2Si2Sm", "method": "ωB97M-V/def2-TZVPD", "elements": ["Sm", "C", "C", "C", "C", "C", "C", "C", "C", "C", "H", "H", "H", "H", "H", "H", "H", "H", "H", "H", "H", "H", "C", "Si", "C", "C", "N", "C", "C", "C", "C", "C", "C", "N", "Si", "C", "C", "C", "H", "H", "H", "H", "H", "H", "H", "H", "H", "H", "H", "H", "H", "H", "H", "H", "H", "H", "H", "H", "H", "H", "Se", "Se", "C", "C", "C", "C", "C", "N", "C", "C", "C", "C", "C", "N", "H", "H", "H", "H", "H", "H", "H", "H", "C", "C", "C", "O", "H", "H", "H", "H", "H", "H"], "xyz": [[0.35, -0.96, 1.30], [-1.40, 2.46, -6.94], [-1.63, 2.41, -5.41], [-2.48, 1.42, -4.96], [-2.67, 1.16, -3.63], [-3.69, 0.19, -3.08], [-1.88, 1.87, -2.74], [-1.09, 2.94, -3.10], [-0.47, 3.85, -2.04], [-0.91, 3.14, -4.48], [-2.13, 1.82, -7.49], [-0.43, 2.01, -7.19], [-1.38, 3.48, -7.40], [-3.04, 0.82, -5.70], [-3.64, -0.76, -3.49], [-4.73, 0.49, -3.17], [-3.40, 0.10, -2.05], [-2.03, 1.71, -1.69], [-1.06, 4.83, -1.88], [0.56, 4.14, -2.37], [-0.44, 3.30, -1.11], [-0.24, 3.82, -4.95], [-1.40, -3.32, 2.06], [-2.69, -2.08, 1.53], [-3.99, -1.89, 2.85], [-3.49, -2.79, -0.07], [-1.81, -0.67, 1.28], [-2.37, 0.63, 1.25], [-3.70, 0.94, 1.07], [-4.13, 2.28, 1.06], [-3.16, 3.26, 1.00], [-1.84, 2.95, 1.20], [-1.38, 1.63, 1.36], [-0.03, 1.29, 1.68], [1.21, 2.27, 2.34], [1.65, 3.76, 1.28], [2.66, 1.05, 2.45], [0.88, 2.81, 4.06], [-1.93, -4.19, 2.31], [-0.88, -3.01, 2.92], [-0.74, -3.64, 1.24], [-3.98, -2.77, 3.47], [-4.98, -1.74, 2.39], [-3.80, -1.01, 3.47], [-3.05, -2.31, -0.97], [-4.59, -2.68, -0.10], [-3.13, -3.82, -0.13], [-4.37, 0.13, 1.03], [-5.18, 2.45, 0.96], [-3.37, 4.33, 0.93], [-1.13, 3.82, 1.37], [2.36, 4.29, 1.87], [0.84, 4.45, 0.97], [2.29, 3.41, 0.40], [2.93, 0.48, 1.50], [2.56, 0.31, 3.31], [3.50, 1.67, 2.76], [-0.20, 2.99, 4.10], [1.44, 3.78, 4.22], [1.26, 2.23, 4.90], [1.72, -3.73, -1.66], [-0.20, -2.47, -1.57], [0.54, -0.87, -2.24], [0.45, -0.56, -3.58], [1.03, 0.66, -3.91], [1.57, 1.49, -2.89], [1.59, 1.04, -1.58], [1.05, -0.14, -1.20], [2.60, -3.12, -0.13], [3.84, -2.61, -0.27], [4.63, -2.15, 0.89], [4.66, -2.53, 2.19], [2.41, -2.98, 2.30], [1.89, -2.93, 1.13], [-0.02, -1.24, -4.23], [1.08, 0.99, -4.94], [2.05, 2.45, -3.12], [2.03, 1.63, -0.76], [4.29, -2.54, -1.25], [5.35, -1.42, 0.68], [5.26, -1.85, 2.81], [1.73, -2.73, 4.11], [3.79, -3.37, 4.34], [3.77, -3.52, 2.82], [3.89, -4.97, 2.27], [1.57, -2.41, 3.20], [4.71, -3.66, 4.75], [2.98, -3.87, 4.89], [3.62, -2.38, 4.71], [4.89, -5.24, 2.46], [3.70, -4.95, 1.21], [3.15, -5.55, 2.80]], "multiplicity": 6, "charge": 1, "s_squared": 8.763, "largest_force_ev_per_a": 2.3, "total_energy_ha": -7658.3418}